225
Properties=species:S:1:pos:R:3:forces:R:3:lowdin_charge:R:1 method="wB97M-V/def2-TZVPD" charge=0 e_lumo_ev=-0.03 largest_force_ha_per_bohr=0.113 total_energy_ev=-288110.0562 homo_lumo_gap_ev=10.04 relative_energy_ev=4.081
C 3.049 1.348 4.897 0.6 -0.6 1.0 -0.219
C 4.123 0.367 4.355 -0.1 -0.5 -0.7 -0.193
C 4.824 -0.368 5.576 -1.1 1.7 -0.9 -0.162
S 3.414 -0.548 6.834 1.9 -1.5 -1.5 0.733
O 3.958 0.053 8.032 -1.1 0.1 -0.1 -0.335
O 2.951 -1.953 6.870 0.2 2.1 -0.1 -0.371
C 2.256 0.512 5.855 -1.0 -0.5 1.6 -0.236
H 2.306 1.836 4.266 0.5 -0.2 -0.8 0.096
H 3.498 2.147 5.487 0.3 0.1 -0.1 0.117
H 4.784 0.824 3.619 0.6 0.3 0.6 0.101
H 3.650 -0.344 3.678 -0.5 -0.4 0.3 0.085
H 5.545 0.367 5.935 -0.3 0.0 0.7 0.089
H 5.437 -1.248 5.383 -0.8 -0.3 -0.2 0.091
H 1.658 1.097 6.554 0.3 0.1 0.3 0.087
H 1.513 -0.137 5.392 0.4 -0.4 -0.2 0.081
C 2.430 0.704 -6.196 0.7 -0.5 0.4 -0.221
C 1.813 0.022 -4.972 0.4 -0.2 1.0 -0.209
C 0.487 0.760 -4.644 0.3 -0.8 -0.5 -0.193
S -0.350 0.783 -6.260 1.4 -0.5 -0.5 0.708
O -1.168 1.956 -6.370 -0.3 0.4 -0.1 -0.330
O -0.958 -0.500 -6.617 1.0 1.0 0.6 -0.318
C 1.322 1.084 -7.142 -1.2 0.9 0.1 -0.163
H 3.250 0.132 -6.629 -0.5 -0.6 -0.2 0.123
H 3.000 1.566 -5.848 -0.5 0.5 0.0 0.091
H 2.499 0.151 -4.136 0.0 0.2 0.2 0.089
H 1.820 -1.061 -5.100 -0.9 0.0 -0.3 0.085
H 0.772 1.765 -4.333 -0.3 0.3 -0.4 0.092
H -0.210 0.412 -3.882 0.2 -0.6 -0.1 0.086
H 1.367 2.173 -7.183 -0.6 0.1 -0.4 0.085
H 1.296 0.702 -8.162 0.1 -0.3 0.3 0.107
C -4.983 -1.053 0.458 -1.7 0.6 -0.4 -0.207
C -4.092 -1.898 1.300 0.5 -0.1 2.0 -0.246
C -4.918 -2.972 2.047 -0.6 0.9 -0.5 -0.187
S -6.409 -2.031 2.625 -1.3 0.1 -1.1 0.723
O -6.134 -1.338 3.879 0.1 -0.5 -0.7 -0.354
O -7.682 -2.770 2.456 2.2 0.6 0.7 -0.360
C -6.380 -0.863 1.191 1.0 -0.7 0.2 -0.171
H -5.180 -1.495 -0.519 0.1 0.1 -0.1 0.097
H -4.523 -0.070 0.353 -0.1 0.0 -0.4 0.105
H -3.691 -1.172 2.008 0.2 -0.3 0.7 0.102
H -3.179 -2.292 0.854 -0.3 -0.3 -0.5 0.099
H -4.408 -3.487 2.861 -0.1 0.1 -0.1 0.087
H -5.355 -3.620 1.287 0.1 -0.5 0.2 0.099
H -6.569 0.139 1.574 0.1 -0.1 0.0 0.097
H -7.208 -1.203 0.569 0.1 0.2 0.1 0.094
C 1.050 -3.427 -3.403 0.6 0.9 -0.4 -0.201
C 2.397 -3.671 -2.810 2.5 -1.5 0.2 -0.255
C 3.483 -3.496 -3.867 -0.5 0.6 -1.3 -0.204
S 2.745 -4.292 -5.358 -0.7 -0.8 -1.1 0.744
O 2.949 -5.753 -5.460 0.5 2.3 0.2 -0.341
O 2.915 -3.398 -6.532 0.3 -1.4 1.7 -0.370
C 1.016 -4.082 -4.841 -0.1 0.9 1.3 -0.182
H 1.045 -2.342 -3.498 -0.5 0.2 -0.5 0.086
H 0.351 -3.610 -2.586 -0.7 -0.7 -0.8 0.094
H 2.549 -4.713 -2.527 -0.5 -0.1 0.6 0.117
H 2.660 -3.052 -1.953 -0.4 0.0 0.1 0.096
H 4.512 -3.798 -3.673 -0.3 -0.5 0.1 0.112
H 3.521 -2.457 -4.194 0.1 0.2 -0.1 0.076
H 0.495 -5.038 -4.888 0.2 0.1 -0.1 0.100
H 0.668 -3.360 -5.581 -0.4 -0.2 0.1 0.078
C 4.332 0.642 -1.563 -0.5 -2.2 0.9 -0.203
C 5.485 1.529 -1.972 -0.3 1.1 0.3 -0.208
C 6.439 1.565 -0.765 0.9 -1.6 -0.5 -0.180
S 6.617 -0.229 -0.354 -2.6 1.2 2.1 0.683
O 6.511 -0.385 1.108 0.3 0.1 -1.6 -0.365
O 7.684 -0.832 -1.071 1.0 -0.4 -0.6 -0.312
C 5.007 -0.711 -1.120 0.8 0.5 0.0 -0.187
H 3.548 0.422 -2.287 0.5 0.1 -0.7 0.078
H 3.696 0.959 -0.736 0.6 0.7 0.4 0.089
H 5.176 2.538 -2.246 -0.2 0.1 0.3 0.096
H 5.927 1.151 -2.894 0.5 -0.3 0.2 0.123
H 6.094 2.038 0.154 -0.3 0.2 -0.4 0.096
H 7.472 1.829 -0.996 -0.1 0.4 -0.1 0.103
H 4.523 -1.347 -0.378 -0.3 0.2 -0.1 0.088
H 5.339 -1.319 -1.962 -0.3 0.0 -0.2 0.087
C 3.391 4.685 3.359 0.3 1.1 0.3 -0.202
C 2.051 4.886 2.615 0.1 0.9 0.2 -0.196
C 2.311 5.461 1.201 0.6 -1.3 -0.1 -0.219
S 4.117 5.454 0.888 0.3 0.0 -0.1 0.766
O 4.664 6.803 1.184 -0.8 -2.2 -0.7 -0.346
O 4.444 4.775 -0.407 -0.4 1.2 2.3 -0.378
C 4.521 4.409 2.372 -0.1 -0.6 -0.8 -0.203
H 3.233 3.948 4.146 0.5 -0.1 -0.3 0.086
H 3.694 5.608 3.852 -0.4 0.2 0.2 0.116
H 1.402 5.529 3.210 0.2 0.3 0.0 0.103
H 1.455 3.974 2.582 0.4 -0.2 -0.4 0.079
H 1.986 6.458 0.903 -0.3 -0.3 0.3 0.092
H 1.967 4.664 0.542 -0.2 0.6 -0.5 0.066
H 5.545 4.730 2.564 -0.2 0.2 0.7 0.098
H 4.555 3.333 2.203 -0.1 0.0 -0.9 0.088
C -2.433 1.942 4.043 0.2 -0.8 -0.3 -0.214
C -3.299 2.858 4.909 0.2 0.9 1.2 -0.186
C -2.420 3.849 5.807 0.8 -2.1 -0.3 -0.131
S -0.702 2.967 5.833 -2.0 0.1 -1.5 0.690
O -0.349 2.485 7.136 0.2 0.2 0.5 -0.328
O 0.181 3.792 5.051 0.6 0.3 0.1 -0.336
C -1.185 1.496 4.833 -0.4 1.8 0.7 -0.210
H -2.300 2.349 3.040 0.9 0.4 0.2 0.091
H -2.939 1.006 3.808 -0.5 0.0 0.2 0.098
H -3.911 2.229 5.556 0.1 0.0 0.3 0.103
H -4.037 3.444 4.361 0.2 0.0 -0.3 0.098
H -2.737 3.891 6.849 -0.1 -0.1 -0.1 0.085
H -2.274 4.863 5.436 0.1 -0.3 -0.3 0.084
H -1.437 0.816 5.646 0.0 -0.3 -0.4 0.062
H -0.321 1.137 4.273 -0.2 0.1 0.0 0.079
C -2.009 5.667 1.906 -1.7 1.0 -1.7 -0.169
C -1.178 6.104 0.624 -0.9 -1.1 0.0 -0.183
C -2.045 5.944 -0.650 -1.1 -0.6 0.4 -0.199
S -3.774 5.389 -0.174 2.4 2.6 0.2 0.736
O -4.170 4.372 -1.121 -0.6 -0.2 0.5 -0.344
O -4.550 6.636 -0.016 0.5 -2.2 0.4 -0.340
C -3.099 4.635 1.434 0.9 0.4 -0.8 -0.188
H -2.667 6.505 2.135 0.5 0.5 0.6 0.098
H -1.351 5.461 2.750 -0.3 -0.6 -0.1 0.099
H -0.374 5.387 0.462 0.3 0.3 0.4 0.076
H -0.811 7.126 0.720 0.1 -0.2 0.1 0.117
H -1.754 5.081 -1.248 0.4 0.1 0.0 0.068
H -2.127 6.822 -1.290 -0.1 0.0 0.2 0.103
H -2.549 3.764 1.076 -0.5 -0.4 -0.1 0.073
H -3.944 4.384 2.076 0.3 0.1 0.2 0.087
C -0.398 -0.585 -0.661 1.2 0.8 -0.2 -0.155
C 0.011 -1.260 0.670 -1.4 0.9 -0.4 -0.196
C 0.033 -0.157 1.697 0.1 0.1 1.0 -0.238
S 0.771 1.240 0.883 1.0 -0.4 0.1 0.666
O 2.134 1.371 1.407 -1.0 0.2 -0.8 -0.329
O -0.143 2.345 0.866 -0.5 1.2 0.9 -0.326
C 0.643 0.643 -0.812 -0.1 -1.9 1.0 -0.171
H -1.431 -0.239 -0.665 0.0 0.1 0.2 0.099
H -0.312 -1.311 -1.469 0.1 0.3 -0.2 0.083
H 0.994 -1.719 0.568 -0.3 -0.4 0.1 0.107
H -0.811 -1.888 1.013 0.6 -0.9 -0.3 0.111
H 0.546 -0.461 2.609 0.5 0.3 -0.1 0.098
H -0.940 0.174 2.061 -0.3 -0.1 -0.5 0.095
H 1.622 0.196 -0.987 0.0 0.1 -0.5 0.073
H 0.445 1.531 -1.412 -0.1 -0.3 -0.1 0.072
C 4.418 -4.448 3.277 -0.7 0.2 0.6 -0.173
C 4.415 -5.717 2.361 -0.1 0.4 0.2 -0.217
C 2.960 -6.076 2.078 0.4 1.3 -0.2 -0.178
S 2.240 -4.355 1.769 -0.7 -1.9 -0.4 0.681
O 0.876 -4.377 2.239 -0.3 0.4 -0.1 -0.340
O 2.498 -3.916 0.402 0.1 -0.3 0.8 -0.332
C 3.245 -3.483 2.904 1.0 0.7 0.7 -0.233
H 5.331 -3.872 3.434 0.2 -0.2 -0.8 0.111
H 4.259 -4.819 4.289 -0.4 -0.1 0.1 0.110
H 4.847 -6.519 2.959 0.4 0.0 -0.5 0.113
H 4.879 -5.599 1.382 0.6 0.2 0.3 0.113
H 2.550 -6.597 2.944 -0.7 0.6 0.0 0.110
H 2.816 -6.692 1.191 -0.1 0.2 0.0 0.105
H 2.610 -3.102 3.704 -0.1 -0.9 0.5 0.101
H 3.583 -2.513 2.537 0.3 -0.3 -0.9 0.092
C 1.702 5.334 -5.126 -0.9 -0.4 -0.8 -0.202
C 2.837 4.464 -4.627 0.1 0.1 0.2 -0.239
C 3.087 4.979 -3.226 0.4 -0.5 0.2 -0.218
S 1.443 5.099 -2.440 1.9 3.3 0.7 0.721
O 1.439 6.201 -1.410 -0.5 -2.2 -3.0 -0.350
O 1.101 3.793 -1.992 -0.8 -1.7 0.4 -0.327
C 0.574 5.465 -4.056 0.7 0.4 1.1 -0.154
H 1.421 4.874 -6.073 -0.9 0.2 0.0 0.110
H 2.086 6.315 -5.404 0.0 0.1 0.3 0.120
H 3.681 4.540 -5.313 0.3 0.5 0.3 0.125
H 2.645 3.393 -4.687 -0.6 -0.1 0.5 0.086
H 3.538 5.970 -3.288 -0.1 0.0 0.3 0.121
H 3.694 4.302 -2.626 -0.1 0.4 0.3 0.069
H 0.220 6.479 -3.869 0.1 0.1 -0.5 0.094
H -0.308 4.824 -4.080 0.3 -0.3 -0.3 0.085
C -3.114 1.476 -2.956 0.7 -0.4 -0.8 -0.223
C -2.853 2.833 -3.634 0.1 0.2 -0.3 -0.177
C -4.083 3.215 -4.528 -1.1 -0.1 0.5 -0.165
S -5.388 1.937 -4.283 -1.4 3.9 3.6 0.689
O -5.422 1.010 -5.334 0.1 -2.0 -2.1 -0.300
O -6.659 2.604 -3.859 2.4 -1.4 -1.0 -0.353
C -4.573 1.310 -2.813 -1.6 -0.4 0.4 -0.250
H -2.642 1.342 -1.983 0.2 0.4 0.0 0.111
H -2.729 0.670 -3.580 0.1 -0.1 -0.1 0.086
H -1.893 2.787 -4.148 -0.2 0.0 -0.4 0.072
H -2.735 3.584 -2.853 -0.3 0.1 -0.1 0.074
H -4.129 3.371 -5.606 1.1 -0.3 -0.1 0.100
H -4.583 4.096 -4.128 0.1 0.0 0.2 0.089
H -4.904 0.284 -2.649 -0.1 0.0 0.1 0.101
H -4.956 1.977 -2.041 -0.1 -0.1 0.2 0.097
C -3.709 -3.074 -6.438 1.1 0.6 0.4 -0.197
C -2.439 -3.883 -6.044 -1.1 0.8 0.7 -0.194
C -2.621 -4.196 -4.508 0.4 -0.1 -0.8 -0.176
S -3.195 -2.555 -3.747 -2.9 -3.2 -3.8 0.697
O -2.039 -1.769 -3.492 1.2 0.9 1.6 -0.337
O -4.340 -2.804 -2.863 1.7 0.6 0.1 -0.355
C -3.856 -1.966 -5.387 -0.1 0.2 0.9 -0.201
H -4.608 -3.680 -6.549 0.1 -0.2 0.4 0.115
H -3.506 -2.669 -7.429 -0.2 0.4 0.1 0.116
H -1.557 -3.259 -6.188 -0.1 0.1 0.0 0.084
H -2.392 -4.668 -6.799 0.3 -0.7 0.8 0.116
H -1.719 -4.562 -4.018 0.1 0.3 0.1 0.062
H -3.359 -4.993 -4.415 -0.4 0.4 0.3 0.094
H -3.212 -1.101 -5.541 -0.1 0.0 -0.5 0.072
H -4.877 -1.636 -5.195 0.1 0.0 -0.1 0.091
C -2.715 -5.405 0.115 -0.9 -0.6 -0.1 -0.212
C -3.238 -6.644 -0.715 -0.7 -0.9 1.0 -0.172
C -2.175 -7.344 -1.637 -1.1 1.4 0.5 -0.213
S -0.632 -6.834 -0.926 0.2 1.3 0.9 0.693
O 0.265 -6.498 -2.011 0.3 -0.2 0.3 -0.344
O -0.233 -7.748 0.139 -0.3 0.7 -0.9 -0.325
C -1.297 -5.184 -0.225 1.7 -1.1 -0.8 -0.189
H -2.856 -5.588 1.181 0.2 -0.3 0.0 0.116
H -3.272 -4.479 -0.032 -0.2 -0.1 -0.6 0.089
H -4.195 -6.441 -1.196 0.4 0.3 -0.6 0.106
H -3.555 -7.376 0.028 0.2 -0.2 0.1 0.102
H -2.268 -6.900 -2.628 0.4 -0.2 -0.1 0.086
H -2.189 -8.432 -1.695 -0.2 0.2 0.2 0.109
H -1.158 -4.558 -1.107 0.0 0.2 0.0 0.080
H -0.669 -4.836 0.595 0.2 -0.2 -0.1 0.074
C -2.765 -1.240 7.686 0.2 0.1 -1.6 -0.202
C -2.311 -2.684 8.034 1.0 0.3 -0.7 -0.153
C -1.417 -3.214 6.818 -0.1 0.1 0.6 -0.202
S -1.834 -2.303 5.353 -0.2 2.2 -0.5 0.695
O -2.315 -3.188 4.318 -0.5 0.0 0.3 -0.329
O -0.763 -1.388 4.927 -0.6 -0.8 0.8 -0.360
C -3.166 -1.273 6.198 0.6 -1.5 -0.2 -0.195
H -1.939 -0.534 7.775 0.3 -0.1 0.2 0.109
H -3.597 -0.751 8.193 0.0 -0.7 0.6 0.119
H -3.114 -3.406 8.178 -0.2 0.3 0.0 0.112
H -1.695 -2.649 8.933 -0.1 -0.2 0.0 0.109
H -1.561 -4.264 6.565 -0.2 0.1 0.2 0.102
H -0.340 -3.058 6.878 0.0 0.1 0.6 0.100
H -4.020 -1.942 6.089 -0.4 0.3 -0.2 0.099
H -3.336 -0.306 5.725 0.1 -0.3 -0.1 0.079